Entry from the Open Molecules 2025 dataset: a structure of composition C32H45BBr2N9O2ReS3Se at a distorted geometry (the ωB97M-V functional and the def2-TZVPD basis).

CARTESIAN COORDINATES (ANGSTROEM)
Re  -1.07191  0.03026  0.20561
C  -1.91847  -1.32620  -4.37026
C  -0.52692  -0.88772  -4.80654
C  -0.10305  -1.75549  -5.99751
C  -0.56001  0.59264  -5.19454
N  0.52528  -1.05652  -3.73814
C  1.85373  -0.82997  -4.06893
C  2.59462  -1.09009  -2.98001
N  1.73973  -1.46937  -1.96778
B  2.32754  -2.01841  -0.63587
N  1.42374  -3.06130  0.06673
C  1.52304  -4.39847  -0.24525
C  0.71633  -5.07954  0.58980
N  0.11436  -4.15564  1.42890
C  0.54881  -2.92166  1.07837
S  0.11027  -1.41226  1.82036
C  -0.82784  -4.51228  2.54836
C  -1.04315  -6.02368  2.56137
C  -2.16979  -3.81543  2.32527
C  -0.19778  -4.09228  3.87601
N  2.74962  -0.91162  0.36568
C  3.81827  -1.15186  1.20086
C  4.07301  -0.02087  1.88260
N  3.14773  0.92357  1.47670
C  2.34647  0.35578  0.54408
S  1.01689  1.12794  -0.28086
C  3.15657  2.35674  1.93215
C  1.80336  2.71647  2.54495
C  3.48063  3.24400  0.72972
C  4.24267  2.52992  2.98914
C  0.47855  -1.42643  -2.43512
S  -0.89066  -1.80373  -1.44095
H  -2.57579  -1.20812  -5.23288
H  -2.30636  -0.70223  -3.56993
H  -1.93983  -2.37185  -4.06302
H  -0.90534  -1.75830  -6.73519
H  0.07509  -2.78488  -5.68150
H  0.79367  -1.37918  -6.48973
H  -1.28129  0.73682  -6.00015
H  0.41265  0.94136  -5.54378
H  -0.86702  1.20309  -4.34407
H  2.16473  -0.51592  -5.04784
H  3.66215  -1.05665  -2.84282
H  3.34016  -2.59128  -0.94143
H  2.16281  -4.75249  -1.03584
H  0.54424  -6.13565  0.66439
H  -1.50035  -6.37769  1.63577
H  -1.72919  -6.25431  3.37467
H  -0.11579  -6.56739  2.74656
H  -2.50013  -3.94860  1.29313
H  -2.11134  -2.75190  2.55077
H  -2.91769  -4.25578  2.98795
H  0.75950  -4.59749  4.02437
H  -0.86625  -4.36964  4.69202
H  -0.04055  -3.01591  3.92008
H  4.30919  -2.10976  1.23952
H  4.82579  0.16960  2.62246
H  1.04641  2.86481  1.77995
H  1.90508  3.64537  3.10989
H  1.47005  1.93133  3.22970
H  2.71999  3.15192  -0.04496
H  4.45263  2.97773  0.30925
H  3.51676  4.28630  1.04953
H  4.06927  1.89187  3.85813
H  4.22197  3.56447  3.32665
H  5.23902  2.33586  2.58781
Br  -3.47629  -1.06214  0.59865
C  -4.32681  -1.39718  -1.12158
Br  -5.57753  -0.03078  -1.62519
H  -4.87178  -2.32294  -0.99899
H  -3.55077  -1.47340  -1.87472
Se  -2.01316  1.27764  -1.67301
C  -1.63962  3.14463  -1.91117
C  -0.39811  3.60136  -2.32410
C  -0.23633  4.96771  -2.49506
N  -1.20917  5.85668  -2.29756
C  -2.40187  5.39452  -1.93037
C  -2.67319  4.04697  -1.72826
H  0.42699  2.91816  -2.47885
H  0.72335  5.37222  -2.80314
H  -3.18069  6.13732  -1.78894
H  -3.65772  3.71601  -1.42041
C  -1.60034  4.92368  2.78855
N  -1.75378  3.47112  2.87743
C  -2.19821  2.90421  4.03568
C  -2.39752  1.58766  4.14893
C  -2.17729  0.74301  2.99814
O  -2.49981  -0.44352  2.99617
N  -1.60224  1.31352  1.86139
C  -1.41055  2.68907  1.77185
O  -0.97046  3.22819  0.77411
H  -1.10454  5.29571  3.68401
H  -2.57177  5.40807  2.68573
H  -1.00317  5.15126  1.91498
H  -2.39511  3.59420  4.84633
H  -2.76839  1.13502  5.05507

Calculated values
LUMO energy (spin up / spin down) in eV: -4.3734 / -3.7217
Net charge: +1
Energy above the lowest of the compared OMol25 structures with the same formula, charge and spin in eV: 0.059
Multiplicity: 2